[1]
CHCrLiO2 | wB97M-V/def2-TZVPD

## Properties
Net charge: +2
2S+1: 5
Frontier orbital gap (spin up / spin down): 6.7559 / 8.8901 eV
Lowest unoccupied orbital energy (spin up / spin down): -12.38 / -10.95 eV
Energy above the lowest of the compared OMol25 structures with the same formula, charge and spin: 334.5 kJ/mol
E: -33751.4879 eV
Molecular weight: 103.95 u

Each line ends with the natural charge from an NBO analysis.
Geometry (Å):
O -1.93 0.04 -0.28  -0.41
C -0.88 0.54 -0.49  0.54
H 0.08 1.09 0.43  0.48
O 0.67 -0.04 0.03  -1.18
Li -0.44 -1.61 0.58  0.97
Cr 2.48 -0.02 -0.27  1.60

[2]
CHF2NO | wB97M-V/def2-TZVPD

## Properties
Net charge: 0
2S+1: 1
Frontier orbital gap (spin up / spin down): 8.9985 / 9.8990 eV
Lowest unoccupied orbital energy (spin up / spin down): -0.66 / -0.89 eV
Energy above the lowest of the compared OMol25 structures with the same formula, charge and spin: 326.9 kJ/mol
E: -10020.3084 eV
Molecular weight: 81.02 u

Each line ends with the natural charge from an NBO analysis.
Geometry (Å):
C -1.00 -0.51 -0.37  0.86
N 1.09 0.79 -0.03  -0.14
O -0.92 -1.59 -0.77  -0.49
F -2.03 0.18 0.09  -0.31
F 1.89 -0.24 0.27  -0.21
H 0.96 1.37 0.81  0.29

[3]
CHF2NO | wB97M-V/def2-TZVPD

## Properties
Net charge: 0
2S+1: 1
Frontier orbital gap (spin up / spin down): 7.8864 / 7.8928 eV
Lowest unoccupied orbital energy (spin up / spin down): -0.20 / -0.19 eV
Energy above the lowest of the compared OMol25 structures with the same formula, charge and spin: 248.9 kJ/mol
E: -10021.1174 eV
Molecular weight: 81.02 u

Each line ends with the natural charge from an NBO analysis.
Geometry (Å):
C 0.22 0.63 -0.38  0.57
N 0.01 -1.46 0.26  0.13
O -1.01 -1.63 0.89  -0.24
F 1.07 0.80 0.64  -0.32
F -0.92 1.20 -0.08  -0.30
H 0.63 0.47 -1.33  0.15

[4]
CHF2O2S2 | wB97M-V/def2-TZVPD

## Properties
Net charge: -1
2S+1: 1
Frontier orbital gap (spin up / spin down): 6.4621 / 7.9358 eV
Lowest unoccupied orbital energy (spin up / spin down): 3.23 / 3.41 eV
Energy above the lowest of the compared OMol25 structures with the same formula, charge and spin: 4.5 kJ/mol
E: -32252.3453 eV
Molecular weight: 147.15 u

Each line ends with the natural charge from an NBO analysis.
Geometry (Å):
C 0.17 -0.71 1.46  0.53
O 1.30 0.66 -1.87  -0.96
O -0.96 -0.21 -2.23  -0.96
F 0.31 -2.06 1.34  -0.38
F 0.99 -0.25 2.43  -0.35
S -0.83 2.51 -1.20  -0.62
S -0.08 0.74 -1.51  1.63
H -0.90 -0.68 1.58  0.11

[5]
CHF2O3S | wB97M-V/def2-TZVPD

## Properties
Net charge: -1
2S+1: 1
Frontier orbital gap (spin up / spin down): 7.2798 / 9.0019 eV
Lowest unoccupied orbital energy (spin up / spin down): 4.02 / 3.85 eV
Energy above the lowest of the compared OMol25 structures with the same formula, charge and spin: 315.0 kJ/mol
E: -23464.6163 eV
Molecular weight: 131.08 u

Each line ends with the natural charge from an NBO analysis.
Geometry (Å):
C -1.69 0.17 -0.12  0.62
O 2.69 1.00 0.22  -0.99
O 2.48 -1.36 -0.48  -0.99
O 0.64 -0.30 0.84  -0.99
F -2.07 1.47 -0.02  -0.37
F -1.80 -0.19 -1.43  -0.37
S 2.07 -0.31 0.47  2.01
H -2.31 -0.47 0.51  0.09

[6]
CHF3IrMgNO3S2 | wB97M-V/def2-TZVPD

## Properties
Net charge: +2
2S+1: 5
Frontier orbital gap (spin up / spin down): 7.3721 / 6.4231 eV
Lowest unoccupied orbital energy (spin up / spin down): -9.96 / -10.99 eV
Energy above the lowest of the compared OMol25 structures with the same formula, charge and spin: 0.0 kJ/mol
E: -46766.1763 eV
Molecular weight: 412.67 u

Each line ends with the natural charge from an NBO analysis.
Geometry (Å):
Mg 1.89 2.00 1.67  1.77
N -0.11 0.25 0.22  -0.97
S 1.35 0.00 -0.44  1.40
O 2.48 0.70 0.36  -1.07
S -0.41 1.82 0.98  -0.17
O -2.60 1.81 -0.35  -0.19
C 1.58 -1.75 0.20  0.82
F 0.67 -2.54 -0.35  -0.28
F 1.45 -1.77 1.52  -0.28
F 2.79 -2.17 -0.14  -0.26
Ir -1.91 0.06 -0.41  1.34
O -3.56 0.61 -1.20  -0.65
H -3.62 0.99 -2.08  0.53